1.
The following is a quantum chemistry calculation of C38H42N2O7 in the gas phase, from the OMol25 dataset.

The geometry in XYZ format:
```
89
Properties=species:S:1:pos:R:3:lowdin_charge:R:1
C -2.14 -4.00 2.68 -0.078
O -0.84 -3.82 2.19 -0.096
C -0.38 -2.55 2.01 -0.285
C -1.10 -1.39 2.30 -0.009
C -0.51 -0.15 2.12 -0.010
C 0.79 -0.04 1.65 -0.264
O 1.27 1.25 1.55 -0.031
C 2.58 1.49 1.08 -0.231
C 3.65 0.82 1.90 -0.016
C 4.83 0.52 1.37 0.001
C 5.04 0.71 -0.11 -0.266
C 6.12 -0.21 -0.61 -0.177
C 5.83 -1.53 -0.92 -0.021
C 6.83 -2.38 -1.34 -0.075
C 8.14 -1.93 -1.45 -0.092
C 8.43 -0.61 -1.13 -0.084
C 7.43 0.24 -0.72 -0.036
O 3.82 0.40 -0.79 -0.055
C 2.72 1.19 -0.45 -0.221
C 2.71 2.50 -1.27 -0.081
O 1.43 3.12 -1.17 0.019
C 1.30 4.16 -0.34 -0.493
O 2.21 4.70 0.23 0.114
C -0.16 4.53 -0.18 -0.057
C -0.94 3.29 0.27 -0.130
C -2.34 3.57 0.71 -0.324
C -2.56 4.42 1.91 -0.008
N -3.24 3.00 0.03 0.095
O -4.56 3.12 0.47 -0.083
C -5.44 2.45 -0.41 -0.302
C -5.58 3.18 -1.75 -0.017
C -5.02 1.03 -0.65 -0.208
C -3.94 0.29 -0.26 0.055
C -4.12 -0.95 -0.94 -0.241
C -3.21 -2.11 -0.91 -0.091
C -1.85 -1.93 -1.17 -0.191
C -1.27 -0.58 -1.50 -0.022
C -1.01 -3.03 -1.14 -0.018
C -1.48 -4.30 -0.85 -0.267
C -0.54 -5.46 -0.77 -0.039
C -2.84 -4.46 -0.61 -0.022
C -3.71 -3.38 -0.64 -0.218
C -5.17 -3.60 -0.37 -0.044
N -5.22 -0.93 -1.64 0.129
O -5.79 0.29 -1.48 0.018
C 1.50 -1.19 1.33 0.002
C 0.92 -2.43 1.52 0.007
H -2.89 -3.55 2.02 0.082
H -2.25 -3.57 3.69 0.097
H -2.30 -5.07 2.73 0.098
H -2.11 -1.44 2.66 0.110
H -1.06 0.74 2.35 0.115
H 2.70 2.57 1.23 0.156
H 3.41 0.64 2.93 0.130
H 5.63 0.08 1.94 0.121
H 5.32 1.76 -0.32 0.159
H 4.81 -1.87 -0.84 0.115
H 6.60 -3.41 -1.59 0.103
H 8.92 -2.60 -1.77 0.101
H 9.45 -0.25 -1.22 0.102
H 7.66 1.27 -0.48 0.114
H 1.84 0.61 -0.75 0.160
H 3.48 3.19 -0.93 0.131
H 2.86 2.26 -2.33 0.144
H -0.55 4.89 -1.14 0.136
H -0.23 5.33 0.55 0.125
H -0.40 2.83 1.10 0.110
H -0.96 2.57 -0.56 0.118
H -3.41 4.04 2.48 0.081
H -1.68 4.46 2.54 0.084
H -2.82 5.44 1.60 0.093
H -6.40 2.46 0.13 0.161
H -6.28 2.65 -2.38 0.082
H -5.92 4.19 -1.58 0.082
H -4.61 3.21 -2.24 0.083
H -3.15 0.56 0.40 0.103
H -1.98 0.04 -2.03 0.086
H -0.38 -0.70 -2.12 0.084
H -0.98 -0.07 -0.59 0.063
H 0.04 -2.89 -1.34 0.119
H 0.30 -5.34 -1.45 0.079
H -0.15 -5.54 0.24 0.075
H -1.06 -6.39 -1.01 0.078
H -3.22 -5.45 -0.39 0.118
H -5.36 -4.63 -0.08 0.075
H -5.52 -2.93 0.42 0.085
H -5.75 -3.37 -1.26 0.077
H 2.51 -1.14 0.95 0.108
H 1.47 -3.33 1.29 0.123
```

Values from the calculation:
gap between HOMO and LUMO = 8.606 eV
F_max = 1.21 eV/A
E_LUMO = 0.0235 hartree
ΔE to the lowest compared entry with this formula, charge and spin = 12.63 kcal per mole
SMILES = COc1ccc(O[C@H]2C=C[C@@H](c3ccccc3)O[C@@H]2COC(=O)CC/C(C)=N/O[C@@H](C)c2cc(-c3c(C)cc(C)cc3C)no2)cc1

2.
The following is a quantum chemistry calculation of a molecular structure, C38H43Br2FIN2O5, from the OMol25 dataset.

The geometry in XYZ format:
```
92
Properties=species:S:1:pos:R:3:lowdin_charge:R:1
C 10.06 -3.09 0.53 0.005
C 8.70 -2.50 0.23 -0.529
O 7.77 -2.52 1.01 0.068
N 8.57 -1.88 -1.01 0.045
C 7.21 -1.81 -1.53 -0.190
C 6.44 -0.63 -0.94 -0.177
C 5.29 -0.13 -1.83 -0.147
C 4.00 -0.94 -1.63 -0.150
N 2.85 -0.08 -1.22 -0.039
C 2.38 0.82 -2.37 -0.192
C 2.20 0.10 -3.72 -0.151
C 3.22 0.49 -4.80 -0.148
C 3.85 -0.72 -5.48 -0.210
F 2.86 -1.51 -6.04 -0.033
C 1.12 1.57 -1.95 -0.125
O 0.15 0.68 -1.48 -0.096
C 0.53 0.15 -0.23 -0.357
C -0.67 -0.51 0.45 -0.069
C -1.99 -0.07 -0.19 -0.334
O -2.40 1.05 -0.02 0.137
C -2.74 -1.10 -0.97 -0.170
C -3.65 -1.93 -0.32 -0.016
C -4.34 -2.89 -1.05 -0.061
C -4.13 -3.02 -2.41 -0.073
C -3.23 -2.19 -3.06 -0.070
C -2.53 -1.23 -2.35 -0.046
C 1.75 -0.79 -0.40 -0.622
I 1.10 -2.52 -1.54 1.171
C 2.41 -1.17 0.99 -0.724
Br 1.69 -2.81 1.72 0.730
C 2.38 -0.04 2.05 -0.761
C 3.22 1.18 1.66 -0.133
Br 3.15 -0.68 3.72 0.757
H 10.22 -3.97 -0.09 0.090
H 10.85 -2.36 0.32 0.088
H 10.09 -3.38 1.58 0.088
H 9.23 -2.25 -1.68 0.130
H 6.67 -2.74 -1.31 0.127
H 7.27 -1.71 -2.62 0.123
H 6.05 -0.91 0.04 0.102
H 7.16 0.19 -0.81 0.126
H 5.59 -0.16 -2.88 0.107
H 5.12 0.93 -1.59 0.117
H 4.16 -1.68 -0.85 0.112
H 3.73 -1.48 -2.53 0.080
H 3.26 0.56 -0.54 0.120
H 3.17 1.57 -2.49 0.150
H 1.20 0.33 -4.08 0.128
H 2.21 -0.98 -3.61 0.030
H 4.05 1.08 -4.39 0.111
H 2.75 1.10 -5.57 0.124
H 4.40 -1.33 -4.75 0.108
H 4.55 -0.41 -6.25 0.126
H 1.32 2.35 -1.20 0.143
H 0.73 2.07 -2.84 0.153
H 0.83 1.01 0.38 0.136
H -0.60 -1.59 0.47 0.049
H -0.74 -0.16 1.49 0.136
H -3.82 -1.82 0.74 0.121
H -5.05 -3.53 -0.54 0.111
H -4.68 -3.77 -2.97 0.107
H -3.06 -2.28 -4.13 0.107
H -1.82 -0.57 -2.83 0.107
H 3.47 -1.39 0.85 0.066
H 1.36 0.23 2.31 0.077
H 3.55 1.72 2.55 0.072
H 2.69 1.87 1.00 0.076
H 4.15 0.86 1.17 0.082
C -4.07 3.87 2.86 -0.053
C -3.81 2.59 2.39 -0.063
C -4.80 1.63 2.39 -0.003
C -6.07 1.94 2.87 -0.079
C -6.33 3.23 3.35 -0.080
C -5.33 4.19 3.34 0.000
C -7.68 3.58 3.90 -0.277
O -7.91 4.70 4.30 0.112
C -8.72 2.51 3.93 -0.082
C -9.96 2.80 4.47 0.001
C -10.95 1.83 4.50 -0.052
C -10.69 0.56 3.98 -0.054
C -9.45 0.27 3.45 -0.002
C -8.46 1.24 3.42 -0.084
C -7.12 0.89 2.85 -0.276
O -6.90 -0.21 2.40 0.099
H -3.30 4.63 2.84 0.106
H -2.83 2.34 2.01 0.084
H -4.61 0.63 2.02 0.106
H -5.56 5.18 3.70 0.121
H -10.15 3.79 4.86 0.122
H -11.91 2.06 4.92 0.109
H -11.46 -0.19 4.01 0.109
H -9.24 -0.72 3.04 0.120
```

Values from the calculation:
gap between HOMO and LUMO = 7.803 eV
F_max = 0.86 eV/A
E_LUMO = -0.1154 hartree
total charge = +1

3.
The following is a quantum chemistry calculation of a molecular structure, C38H43Cl3N7NiS, from the OMol25 dataset.

The geometry in XYZ format:
```
93
Properties=species:S:1:pos:R:3:lowdin_charge:R:1
Ni -0.54 -1.31 -0.11 0.644
C -2.29 1.34 2.15 -0.051
C -2.40 0.09 2.98 -0.219
C -3.45 -0.02 3.88 -0.040
C -3.60 -1.13 4.70 -0.062
C -2.68 -2.16 4.62 -0.044
C -1.60 -2.09 3.74 -0.202
C -0.63 -3.25 3.71 -0.049
C -1.47 -0.96 2.92 -0.198
N -0.39 -0.97 1.98 0.094
C 0.81 -0.80 2.37 -0.283
C 1.19 -0.34 3.74 0.014
C 1.92 -1.11 1.39 -0.261
C 3.27 -1.40 1.97 0.011
N 1.62 -1.18 0.14 0.125
C 2.69 -1.39 -0.83 -0.186
C 3.66 -0.40 -1.03 -0.204
C 3.80 0.86 -0.22 -0.063
C 4.60 -0.59 -2.05 -0.039
C 4.63 -1.74 -2.81 -0.058
C 3.70 -2.74 -2.55 -0.043
C 2.73 -2.58 -1.58 -0.229
C 1.75 -3.70 -1.35 -0.043
H -3.26 1.81 2.04 0.088
H -1.89 1.13 1.16 0.023
H -1.61 2.05 2.62 0.071
H -4.17 0.79 3.94 0.119
H -4.44 -1.20 5.38 0.110
H -2.79 -3.04 5.24 0.119
H -1.18 -4.20 3.72 0.056
H 0.01 -3.25 4.59 0.092
H 0.01 -3.25 2.83 0.045
H 0.33 0.11 4.24 0.097
H 1.99 0.40 3.67 0.095
H 1.55 -1.17 4.35 0.099
H 3.16 -2.11 2.79 0.100
H 3.73 -0.50 2.37 0.100
H 3.93 -1.83 1.22 0.096
H 3.01 1.00 0.51 -0.021
H 3.78 1.74 -0.87 0.087
H 4.76 0.86 0.31 0.095
H 5.33 0.19 -2.22 0.122
H 5.37 -1.86 -3.59 0.112
H 3.73 -3.66 -3.12 0.116
H 2.03 -4.57 -1.94 0.086
H 0.75 -3.40 -1.67 0.059
H 1.71 -3.99 -0.30 0.071
C 0.18 -0.72 -3.27 -0.155
N -0.73 -0.71 -2.11 -0.028
C -1.95 -0.35 -2.36 -0.076
C -2.95 -0.51 -1.38 -0.333
C -4.35 -0.42 -1.44 -0.040
C -4.82 -0.96 -0.25 -0.081
C -3.69 -1.36 0.48 -0.156
N -2.57 -1.07 -0.19 -0.026
C 0.45 0.64 -3.88 -0.219
C 0.89 1.69 -3.07 -0.066
C 1.20 2.92 -3.63 -0.088
C 1.07 3.12 -5.00 -0.087
C 0.63 2.08 -5.80 -0.077
C 0.32 0.84 -5.24 -0.041
H -0.23 -1.38 -4.04 0.121
H 1.13 -1.15 -2.96 0.093
H -2.22 0.03 -3.34 0.145
H -4.92 -0.02 -2.27 0.105
H -5.85 -1.08 0.06 0.093
H -3.67 -1.82 1.46 0.103
H 1.01 1.52 -2.00 0.039
H 1.57 3.72 -2.99 0.102
H 1.31 4.08 -5.44 0.104
H 0.52 2.23 -6.87 0.106
H -0.01 0.03 -5.89 0.113
S 0.72 2.12 0.57 0.684
C 0.01 3.65 0.37 -0.810
N -0.64 3.96 -0.76 0.030
C -1.22 5.27 -1.06 -0.159
C -0.54 6.34 -0.23 -0.164
C -0.55 5.91 1.23 -0.162
N 0.05 4.58 1.34 0.016
H -0.66 3.24 -1.46 0.103
H -2.29 5.26 -0.86 0.124
H -1.08 5.47 -2.12 0.123
H -1.07 7.28 -0.34 0.121
H 0.49 6.47 -0.57 0.124
H -1.57 5.90 1.61 0.124
H 0.03 6.60 1.83 0.124
H 0.55 4.32 2.17 0.120
Cl -1.39 -6.63 -0.67 0.667
C -1.35 -5.76 0.86 -1.611
Cl -2.88 -5.92 1.71 0.673
Cl -0.02 -6.33 1.88 0.653
C -1.11 -4.34 0.57 -0.306
N -0.91 -3.24 0.35 0.225
```

Values from the calculation:
gap between HOMO and LUMO (alpha / beta) = 6.735 / 6.640 eV
F_max = 0.89 eV/A
E_LUMO (alpha / beta) = -0.1078 / -0.1111 hartree
spin multiplicity = 3
ΔE to the lowest compared entry with this formula, charge and spin = 8.59 kcal per mole
total charge = +1

4.
The following is a quantum chemistry calculation of a molecular structure, C38H43Cl5FN9PtSeSi, from the OMol25 dataset.

The geometry in XYZ format:
```
99
Properties=species:S:1:pos:R:3:lowdin_charge:R:1
Pt 0.30 -0.15 0.00 0.872
C -1.46 2.28 4.59 -0.126
Si -0.03 1.39 3.68 0.509
C -0.10 -0.44 4.16 -0.197
C 1.72 2.02 4.16 -0.152
N -0.46 1.71 2.01 0.072
C -0.46 2.92 1.50 -0.317
C 0.26 4.02 1.94 0.171
C 0.20 5.11 0.97 -0.129
C -0.10 4.93 -1.22 -0.112
C -0.26 3.70 -1.97 0.303
C -0.60 2.61 -1.03 -0.461
F -1.52 1.74 -1.61 -0.033
H -1.33 2.21 5.66 0.046
H -2.41 1.83 4.34 0.039
H -1.51 3.33 4.32 0.025
H 0.20 -0.53 5.20 0.046
H 0.59 -1.05 3.58 -0.009
H -1.10 -0.84 4.06 0.002
H 2.23 1.27 4.75 0.037
H 1.65 2.92 4.78 0.034
H 2.34 2.25 3.30 0.017
H 0.88 4.05 2.81 0.124
H 0.27 6.11 1.38 0.168
H -0.17 5.85 -1.79 0.175
H -0.05 3.53 -3.01 0.162
N 3.12 -1.75 1.33 0.219
C 3.40 -0.60 0.73 -0.434
N 4.67 -0.27 0.61 0.196
C 4.96 0.92 0.09 -0.415
N 6.22 1.25 -0.13 0.210
N 4.00 1.83 -0.19 0.187
C 2.76 1.43 -0.08 -0.291
N 2.38 0.20 0.31 0.012
C 1.68 2.40 -0.37 -0.231
C 2.02 3.74 -0.26 0.048
C 1.18 4.94 -0.28 -0.080
C -0.98 4.80 0.04 -0.108
C -1.22 3.29 0.23 -0.066
N 0.52 1.80 -0.65 0.009
H 3.90 -2.31 1.65 0.132
H 2.17 -2.08 1.42 0.076
H 6.95 0.62 0.12 0.128
H 6.44 2.15 -0.52 0.125
H 3.07 3.90 -0.05 0.121
H 1.80 5.82 -0.43 0.158
H -1.87 5.42 0.10 0.169
H -2.26 3.00 0.31 0.168
C -5.95 -0.44 0.54 -0.097
C -6.04 -1.77 -0.19 -0.241
C -5.54 -2.95 0.65 -0.164
C -4.04 -2.88 1.00 -0.170
N -3.24 -2.90 -0.20 -0.009
C -2.55 -1.86 -0.72 -0.535
Se -2.06 -0.32 0.26 0.813
N -2.10 -2.18 -1.95 0.006
C -1.60 -1.22 -2.91 -0.154
C -2.75 -0.35 -3.43 -0.183
C -3.75 -1.09 -4.32 -0.243
C -3.20 -1.39 -5.71 -0.091
C -2.45 -3.48 -2.21 -0.148
C -2.19 -4.32 -3.29 0.000
C -2.65 -5.62 -3.20 -0.064
C -3.35 -6.08 -2.07 -0.061
C -3.62 -5.26 -1.00 -0.014
C -3.17 -3.94 -1.09 -0.154
H -6.49 0.32 -0.01 0.077
H -4.92 -0.11 0.66 0.019
H -6.41 -0.52 1.53 0.082
H -5.49 -1.72 -1.13 0.099
H -7.08 -1.97 -0.44 0.116
H -5.74 -3.88 0.11 0.106
H -6.09 -2.98 1.59 0.125
H -3.76 -3.74 1.62 0.114
H -3.83 -1.96 1.54 0.079
H -1.12 -1.76 -3.72 0.126
H -0.85 -0.58 -2.41 0.056
H -2.31 0.47 -4.00 0.114
H -3.27 0.09 -2.57 0.093
H -4.63 -0.46 -4.43 0.113
H -4.07 -2.02 -3.84 0.100
H -2.81 -0.48 -6.17 0.078
H -3.99 -1.77 -6.35 0.080
H -2.41 -2.13 -5.69 0.059
H -1.64 -3.99 -4.15 0.112
H -2.46 -6.31 -4.01 0.118
H -3.68 -7.10 -2.05 0.119
H -4.14 -5.62 -0.13 0.119
Cl -1.03 -2.72 2.19 0.757
C -0.25 -3.20 0.74 -0.702
C 0.39 -2.23 -0.04 -0.417
C 1.00 -2.71 -1.21 -0.702
Cl 1.81 -1.56 -2.22 0.733
C 0.96 -4.04 -1.61 -0.707
Cl 1.69 -4.54 -3.07 0.731
C 0.28 -4.97 -0.82 -0.697
Cl 0.16 -6.61 -1.30 0.754
C -0.32 -4.55 0.37 -0.695
Cl -1.18 -5.67 1.35 0.751
```

Values from the calculation:
gap between HOMO and LUMO (alpha / beta) = 3.553 / 3.561 eV
F_max = 2.48 eV/A
E_LUMO (alpha / beta) = -0.3231 / -0.3229 hartree
ΔE to the lowest compared entry with this formula, charge and spin = 135.58 kcal per mole
total charge = +2

5.
The following is a quantum chemistry calculation of a molecular structure, C38H44BaBrF6N2O6P4S, from the OMol25 dataset.

The geometry in XYZ format:
```
103
Properties=species:S:1:pos:R:3:lowdin_charge:R:1
Ba -0.33 0.66 -0.12 1.817
O -0.16 -5.62 2.38 0.170
C -0.04 -4.59 1.77 -0.241
C 1.27 -3.97 1.30 -0.249
O 2.37 -4.43 1.42 0.160
C 0.91 -2.66 0.65 -0.311
C -0.51 -2.38 0.93 -0.314
O -1.03 -1.26 0.87 -0.386
C -1.16 -3.65 1.35 -0.259
O -2.34 -3.91 1.31 0.135
O 1.63 -1.95 -0.05 0.046
C 2.39 1.87 -3.12 -0.262
P 2.27 1.61 -1.30 0.764
C 3.67 0.45 -1.06 -0.254
C 3.03 3.20 -0.76 -0.416
C 3.25 3.26 0.76 -0.433
P 1.71 2.88 1.73 0.817
C 2.46 3.02 3.40 -0.281
C 0.87 4.51 1.64 -0.264
H 3.43 2.02 -3.42 0.044
H 1.80 2.74 -3.40 0.037
H 1.98 1.00 -3.64 0.020
H 4.54 0.74 -1.64 0.047
H 3.36 -0.56 -1.35 0.023
H 3.95 0.41 0.00 0.024
H 2.34 3.99 -1.07 0.066
H 3.98 3.36 -1.29 0.084
H 3.62 4.25 1.05 0.080
H 4.00 2.53 1.06 0.069
H 3.03 3.95 3.50 0.043
H 3.13 2.17 3.58 0.033
H 1.68 3.01 4.16 0.026
H 1.57 5.33 1.86 0.046
H 0.06 4.53 2.37 0.033
H 0.44 4.66 0.66 0.016
Br 5.01 -3.68 4.39 0.753
C 3.59 -2.47 4.06 -0.693
C 2.54 -2.39 4.96 -0.116
C 1.50 -1.51 4.72 -0.016
C 1.51 -0.71 3.58 -0.273
C 2.57 -0.82 2.68 -0.038
C 3.61 -1.69 2.92 -0.111
N 0.46 0.17 3.24 0.105
C -0.13 0.85 4.12 -0.110
C -1.25 1.75 3.79 -0.266
C -1.99 2.32 4.82 -0.015
C -3.06 3.15 4.50 -0.052
C -3.32 3.40 3.17 -0.037
C -2.51 2.81 2.20 -0.141
N -1.50 2.00 2.50 0.084
H 2.52 -3.03 5.83 0.104
H 0.66 -1.48 5.40 0.113
H 2.54 -0.21 1.78 0.085
H 4.42 -1.78 2.21 0.112
H 0.16 0.82 5.18 0.132
H -1.74 2.10 5.85 0.113
H -3.66 3.59 5.28 0.111
H -4.14 4.05 2.87 0.112
H -2.67 3.02 1.15 0.089
C -4.79 1.07 -0.45 -0.287
P -3.36 -0.03 -0.07 0.760
C -3.98 -0.68 1.54 -0.262
C -3.82 -1.45 -1.14 -0.271
H -5.74 0.56 -0.24 0.041
H -4.77 1.37 -1.50 0.033
H -4.73 1.98 0.15 0.026
H -4.96 -1.14 1.40 0.047
H -4.06 0.13 2.26 0.032
H -3.29 -1.43 1.92 0.020
H -4.88 -1.67 -1.04 0.049
H -3.26 -2.34 -0.84 0.030
H -3.61 -1.23 -2.19 0.025
F -0.85 2.73 -0.49 -0.572
P -1.39 3.61 -1.86 0.176
F -1.88 4.41 -3.13 -0.104
F -2.69 2.67 -1.85 -0.154
F -0.01 4.44 -1.77 -0.139
F -0.64 2.50 -2.78 -0.172
F -2.09 4.62 -0.84 -0.131
O 0.24 -0.33 -2.01 -0.885
S -0.42 -1.67 -2.10 1.013
C 0.81 -2.84 -2.68 -0.361
C 1.89 -2.39 -3.42 -0.052
C 2.83 -3.31 -3.86 -0.052
C 2.68 -4.66 -3.55 -0.063
C 1.60 -5.09 -2.79 -0.055
C 0.66 -4.18 -2.35 -0.082
C -1.34 -1.61 -3.65 -0.357
C -1.38 -0.41 -4.34 -0.050
C -2.12 -0.34 -5.51 -0.052
C -2.82 -1.45 -5.97 -0.070
C -2.78 -2.64 -5.25 -0.067
C -2.04 -2.73 -4.08 -0.082
H 1.99 -1.34 -3.64 0.106
H 3.68 -2.98 -4.43 0.111
H 3.42 -5.37 -3.89 0.108
H 1.50 -6.14 -2.53 0.113
H -0.18 -4.51 -1.74 0.118
H -0.85 0.45 -3.96 0.095
H -2.16 0.59 -6.06 0.113
H -3.40 -1.39 -6.87 0.106
H -3.32 -3.51 -5.60 0.109
H -2.01 -3.65 -3.52 0.115
```

Values from the calculation:
gap between HOMO and LUMO (alpha / beta) = 7.589 / 5.883 eV
F_max = 4.43 eV/A
E_LUMO (alpha / beta) = -0.0212 / -0.0855 hartree
spin multiplicity = 2
ΔE to the lowest compared entry with this formula, charge and spin = 0.00 kcal per mole